Record 1
Molecular formula: C2H5NO4
Method: DFT, ωB97M-V with the def2-TZVPD basis set

Geometry (Å):
O: 1.2940 0.0701 -1.7175
N: 1.0194 0.7922 -0.7921
O: 1.4553 1.9107 -0.6110
C: 0.2738 0.1304 0.5213
O: 0.0170 1.1212 1.4170
C: -0.9593 -0.4542 -0.0977
O: -0.7004 -1.8848 0.1566
H: 1.0151 -0.5968 0.8851
H: 0.7606 1.7516 1.3977
H: -1.8417 -0.1422 0.4696
H: -1.1412 -0.2721 -1.1585
H: -1.1926 -2.4261 -0.4704

frontier orbital gap	10.92	eV
HOMO level	-10.7	eV
max |F|	3.0	eV/A
structure (SMILES)	O=[N+]([O-])[C@@H](O)CO
relative energy (zero: lowest compared OMol25 entry of this formula, charge and spin)	508.6	kJ/mol
calculated total energy	-434.80038	Ha

Here are the Mulliken charges for atoms 1 to 4, given in e: -0.511 0.815 -0.621 0.178

***

Record 2
Molecular formula: Cl2O2S
Method: DFT, ωB97M-V with the def2-TZVPD basis set

Geometry (Å):
O: -1.6679 -0.5192 0.6456
O: 0.4815 -0.5228 -0.5627
S: -0.8533 -0.0115 -0.4209
Cl: 2.7887 -0.0427 0.3845
Cl: -0.2021 1.9919 -0.1858

frontier orbital gap (spin up / spin down)	7.76 / 7.99	eV
HOMO level (spin up / spin down)	-11.9 / -11.4	eV
max |F|	1.6	eV/A
relative energy (zero: lowest compared OMol25 entry of this formula, charge and spin)	217.9	kJ/mol
calculated total energy	-1468.92446	Ha

Here are the Mulliken charges for atoms 1 to 4, given in e: -0.359 -0.357 0.812 0.000

***

Record 3
Molecular formula: C5H6O
Method: DFT, ωB97M-V with the def2-TZVPD basis set

Geometry (Å):
C: 1.2560 -1.5001 -0.4696
C: 1.1339 -0.0276 -0.5696
C: 0.0652 0.7283 -0.1793
C: -1.3044 0.5210 -0.1129
C: -2.2440 1.0949 0.7980
O: -2.8420 0.4683 1.6618
H: 1.4946 -1.7371 0.5785
H: 0.3087 -1.9984 -0.6959
H: 2.0768 -1.8908 -1.0756
H: 2.0474 0.5329 -0.7702
H: 0.4959 1.6411 0.2394
H: -2.4880 2.1677 0.5953

frontier orbital gap (spin up / spin down)	7.12 / 7.43	eV
HOMO level (spin up / spin down)	-8.4 / -8.8	eV
max |F|	0.8	eV/A
relative energy (zero: lowest compared OMol25 entry of this formula, charge and spin)	405.9	kJ/mol
calculated total energy	-269.19165	Ha

Here are the Mulliken charges for atoms 1 to 4, given in e: -0.991 -0.113 0.074 -0.354

***

Record 4
Molecular formula: C18H42BBrI4N10O11Si2
Method: DFT, ωB97M-V with the def2-TZVPD basis set

Geometry (Å):
C: 3.9967 2.6972 0.4132
O: 3.9917 1.6883 1.4507
C: 3.4699 0.4740 0.8142
C: 2.9061 -0.5792 1.8670
C: 1.5464 -1.3117 1.3671
Si: 0.0365 -0.1210 1.3882
C: -1.6467 -0.9706 1.6512
B: -2.6642 -0.0701 2.5610
O: -3.3920 -0.7012 3.6535
O: -2.8353 1.3327 2.3275
O: 0.1381 0.9388 0.0243
Si: -0.4978 0.2820 -1.4263
Br: -0.4500 -1.9912 -1.5655
C: 0.5647 0.9991 -2.8815
C: 2.0354 0.3962 -2.8806
O: 2.4523 -0.5067 -2.1480
O: 2.9532 0.9229 -3.8388
C: -2.3156 0.8143 -1.7743
I: -3.5771 -0.5288 -2.9602
C: -2.8490 2.0392 -1.3015
C: -2.0089 3.1068 -0.4733
I: -4.9347 2.6092 -1.7058
C: 0.3053 1.0142 2.9453
I: 0.4495 3.1866 2.6414
C: 0.4118 0.5297 4.2689
C: 0.3501 -1.0360 4.5838
I: 0.7144 1.9711 5.8920
H: 4.5807 2.3658 -0.5193
H: 2.9378 2.9713 0.0617
H: 4.4607 3.6788 0.7780
H: 4.3440 0.0265 0.2115
H: 2.7084 0.8232 0.0442
H: 3.7031 -1.4047 1.9626
H: 2.8078 -0.1390 2.9150
H: 1.2666 -2.1887 2.0535
H: 1.7804 -1.6976 0.3188
H: -2.1791 -1.3268 0.7139
H: -1.4407 -1.9187 2.2738
H: -4.3053 -0.3397 3.5514
H: -3.5964 1.6295 2.8677
H: 0.0322 0.8651 -3.8769
H: 0.6841 2.1176 -2.6328
H: 3.0343 1.8932 -3.7372
H: -2.7034 3.9554 -0.1342
H: -1.6173 2.6463 0.5040
H: -1.1759 3.5518 -1.1039
H: 1.2396 -1.5829 4.1089
H: 0.4755 -1.1517 5.7131
H: -0.6425 -1.4703 4.2467
C: 4.2911 -4.2437 -2.6334
O: 3.6194 -4.8567 -1.8099
N: 5.3654 -4.7898 -3.2512
N: 4.0150 -2.9662 -2.9959
H: 5.9279 -4.3049 -3.9293
H: 5.6024 -5.7378 -3.0069
H: 3.2223 -2.5251 -2.5578
H: 4.5524 -2.4469 -3.6672
C: 4.7075 -2.8855 -6.9808
O: 5.7197 -3.3792 -6.5029
N: 4.7248 -2.1268 -8.1062
N: 3.4818 -3.0540 -6.4256
H: 3.9069 -1.7130 -8.5138
H: 5.6176 -1.9795 -8.5463
H: 3.4322 -3.6122 -5.5880
H: 2.6387 -2.6583 -6.7986
C: 6.5680 -5.1578 0.6836
O: 6.5404 -6.3023 0.2559
N: 5.6278 -4.2338 0.3654
N: 7.5463 -4.7120 1.5166
H: 5.6352 -3.2903 0.7065
H: 4.8822 -4.5263 -0.2527
H: 8.2627 -5.3691 1.7755
H: 7.5885 -3.7776 1.8791
C: -8.0444 1.9952 1.3068
O: -7.0160 1.5019 1.7399
N: -8.0730 2.7707 0.1919
N: -9.2530 1.8121 1.9032
H: -8.9082 3.1851 -0.1803
H: -7.1956 2.9297 -0.2784
H: -9.2740 1.2416 2.7336
H: -10.1108 2.2081 1.5624
C: -9.0195 5.0106 4.1754
O: -9.3163 4.2948 5.1196
N: -8.9250 4.5421 2.9048
N: -8.7587 6.3365 4.3157
H: -8.6828 5.1124 2.1156
H: -9.1123 3.5563 2.7614
H: -8.8189 6.7199 5.2441
H: -8.5133 6.9414 3.5542

frontier orbital gap	7.92	eV
HOMO level	-8.7	eV
max |F|	3.6	eV/A
calculated total energy	-6455.26085	Ha

Here are the Mulliken charges for atoms 1 to 4, given in e: -0.472 -0.457 0.558 -0.875

***

Record 5
Molecular formula: C24H44N2OP2SiW
Method: DFT, ωB97M-V with the def2-TZVPD basis set

Geometry (Å):
W: -0.6468 -0.1144 -0.1946
P: -1.5640 1.1207 2.0186
P: -0.9169 -1.2732 -2.4458
N: -1.1925 -1.6605 0.6759
H: -1.7036 3.3634 -0.5795
C: -3.2790 1.6562 2.3793
H: -3.3178 2.1722 3.3519
H: -3.9581 0.7941 2.4015
H: -3.6117 2.3530 1.5973
C: -0.6763 2.6766 2.3924
H: -1.1213 3.1970 3.2587
H: -0.7749 3.3311 1.5169
H: 0.3865 2.4496 2.5505
C: -1.1161 0.0643 3.4494
H: -1.1350 0.6416 4.3846
H: -0.1116 -0.3549 3.3068
H: -1.8309 -0.7661 3.5109
C: -2.4268 -1.4535 -3.4491
H: -2.1970 -2.0071 -4.3734
H: -2.8219 -0.4628 -3.7126
H: -3.1853 -2.0042 -2.8764
C: 0.2367 -0.4615 -3.5944
H: 0.2150 -0.9808 -4.5642
H: 1.2621 -0.4632 -3.2053
H: -0.0870 0.5810 -3.7360
C: -0.3522 -2.9907 -2.1842
H: -0.1195 -3.4550 -3.1525
H: -1.1650 -3.5490 -1.6985
H: 0.5290 -3.0423 -1.5332
C: -1.3916 -2.8192 1.3317
C: -2.7574 -4.5978 2.3245
C: -2.6746 -3.3988 1.6094
C: -0.2352 -3.5055 1.7907
C: -0.3434 -4.7013 2.4991
C: -1.6009 -5.2535 2.7700
H: -3.7276 -5.0423 2.5533
H: -3.5752 -2.9001 1.2687
H: 0.7339 -3.0634 1.5857
H: 0.5634 -5.1898 2.8397
H: -1.6720 -6.1972 3.3348
C: -1.9086 2.7576 -1.4884
O: -1.6294 1.4160 -1.1368
C: -3.4011 2.9189 -1.8266
H: -3.5169 3.6584 -2.6355
H: -3.9254 3.3196 -0.9461
H: -3.8764 1.9737 -2.1371
C: -0.9942 3.2532 -2.6122
H: -1.4264 3.0051 -3.5971
H: 0.0312 2.8493 -2.5516
H: -0.9356 4.3495 -2.5245
C: 3.1360 1.0111 -2.2626
Si: 2.8849 -0.3418 -0.9919
C: 2.8607 -2.0731 -1.6843
C: 4.3465 -0.3158 0.1741
N: 1.3153 0.0462 -0.1083
C: 1.7313 1.1059 0.8128
C: 2.1976 0.7238 2.0837
C: 2.9394 1.6440 2.8406
C: 3.1585 2.9322 2.3483
C: 2.6150 3.3376 1.1288
C: 1.8694 2.4325 0.3552
H: 3.9780 0.6988 -2.9042
H: 3.4174 1.9533 -1.7728
H: 2.2659 1.2318 -2.8980
H: 3.9148 -2.2077 -1.9916
H: 2.6299 -2.8117 -0.8980
H: 2.2388 -2.2483 -2.5717
H: 4.5870 0.6697 0.5982
H: 4.2119 -1.0302 1.0003
H: 5.2131 -0.6356 -0.4319
H: 2.0551 -0.3202 2.3911
H: 3.3697 1.3255 3.7910
H: 3.7686 3.6296 2.9209
H: 2.7932 4.3457 0.7472
H: 1.4473 2.7028 -0.6235

frontier orbital gap (spin up / spin down)	6.18 / 6.18	eV
HOMO level (spin up / spin down)	-13.9 / -13.9	eV
max |F|	4.5	eV/A
net charge	+2
calculated total energy	-2164.48349	Ha

Here are the Mulliken charges for atoms 1 to 4, given in e: -0.207 0.789 0.970 1.185

***

Record 6
Molecular formula: C6H40N3O13
Method: DFT, ωB97M-V with the def2-TZVPD basis set

Geometry (Å):
N: 4.2926 -0.3442 0.2726
C: 3.2090 0.6300 0.3957
C: 1.9677 -0.0266 0.9945
C: 1.0095 -0.5559 -0.0636
C: 0.4177 -1.8906 0.0178
N: -0.6530 -1.9768 -0.6890
C: -0.9964 -0.6779 -1.3358
C: -0.2656 0.2813 -0.3819
N: 0.0617 1.6049 -0.8407
H: 5.0067 -0.0327 -0.3739
H: 3.9569 -1.2348 -0.0772
H: 3.5370 1.4377 1.0498
H: 2.9300 1.0891 -0.5582
H: 1.4286 0.6984 1.6046
H: 2.2984 -0.8426 1.6431
H: 1.5365 -0.5993 -1.0390
H: 0.7614 -2.7505 0.5842
H: -1.1801 -2.8368 -0.7910
H: -2.0755 -0.5549 -1.3578
H: -0.5690 -0.6605 -2.3410
H: -0.9001 0.3672 0.5035
H: -0.4588 2.2774 -0.2865
H: -0.1559 1.7454 -1.8194
O: 0.5681 4.2923 -2.8120
H: 1.2574 4.9177 -2.5656
H: 0.6763 3.5822 -2.1701
O: -1.0150 3.4884 -5.1087
H: -1.1587 2.5556 -4.9360
H: -0.5204 3.8339 -4.3471
O: -2.0274 0.7775 2.3646
H: -2.9317 1.0561 2.5749
H: -1.8070 0.1465 3.0596
O: -1.3464 -2.8684 3.3300
H: -0.3928 -2.8174 3.4540
H: -1.5387 -2.5988 2.4269
O: 3.3070 3.3181 -1.7205
H: 4.0542 3.0419 -1.1789
H: 3.7095 3.3886 -2.5963
O: -4.7543 1.3619 1.4638
H: -5.6750 1.4065 1.1893
H: -4.2246 1.5491 0.6832
O: -0.6056 -5.1890 5.0502
H: -0.8275 -4.6473 5.8146
H: -1.1723 -4.8467 4.3428
O: -0.5274 -7.7578 3.7736
H: -0.7379 -6.9526 4.2718
H: 0.4117 -7.6734 3.5763
O: -1.3874 3.7174 0.7671
H: -1.6862 4.5985 1.0107
H: -1.7566 3.1081 1.4177
O: 5.6886 2.4844 -3.2324
H: 6.3863 3.1403 -3.3394
H: 6.1375 1.6395 -3.3378
O: -1.4630 -6.0216 1.5649
H: -2.4234 -6.0666 1.6017
H: -1.1700 -6.6011 2.2906
O: -3.4693 -2.1593 1.1648
H: -4.2429 -2.5795 0.7713
H: -2.8886 -1.9855 0.4193
O: -2.2039 6.1913 -5.2255
H: -1.4657 6.7390 -5.5061
H: -1.9360 5.2828 -5.4181

frontier orbital gap	7.80	eV
HOMO level	-12.2	eV
max |F|	0.6	eV/A
net charge	+1
calculated total energy	-1394.73974	Ha

Here are the Mulliken charges for atoms 1 to 4, given in e: -0.640 -0.549 -1.014 0.433